C58H155N9O24 | ωB97M-V with the def2-TZVPD basis set

Properties
HOMO in eV: -8.611
Gap between HOMO and LUMO in Eh: 0.3211

ORCA input file:
```
! RIJCOSX wB97M-V def2-TZVPD def2/J DEFGRID3
* xyz 0 1
C -12.145 -5.308 -17.757
O -11.166 -5.626 -16.800
C -10.356 -4.534 -16.507
C -9.450 -4.867 -15.298
N -8.305 -5.801 -15.484
C -8.777 -7.057 -16.016
C -7.508 -7.986 -16.199
O -7.822 -9.278 -16.750
C -8.438 -9.244 -18.045
H -12.707 -6.216 -17.978
H -11.751 -4.803 -18.639
H -12.926 -4.676 -17.334
H -10.828 -3.586 -16.251
H -9.792 -4.334 -17.419
H -10.120 -5.312 -14.562
H -8.948 -3.997 -14.875
H -7.802 -5.348 -16.234
H -9.364 -7.066 -16.934
H -9.405 -7.524 -15.257
H -7.158 -8.201 -15.189
H -6.740 -7.475 -16.781
H -8.522 -10.284 -18.361
H -7.857 -8.705 -18.793
H -9.409 -8.755 -18.125
C -8.763 -4.383 -21.612
O -7.787 -3.734 -20.818
C -6.877 -4.653 -20.202
C -5.653 -3.991 -19.679
N -5.955 -3.307 -18.396
C -4.668 -2.668 -18.061
C -4.911 -2.135 -16.646
O -5.916 -1.163 -16.582
C -6.058 -0.439 -15.298
H -8.211 -4.835 -22.436
H -9.539 -3.669 -21.889
H -9.358 -5.128 -21.084
H -6.454 -5.417 -20.853
H -7.356 -5.254 -19.429
H -5.235 -3.303 -20.414
H -4.908 -4.752 -19.446
H -6.718 -2.685 -18.622
H -4.479 -1.857 -18.765
H -3.904 -3.440 -17.967
H -3.928 -1.804 -16.312
H -5.187 -2.979 -16.014
H -5.149 0.089 -15.008
H -6.242 -1.073 -14.431
H -6.839 0.305 -15.450
C -2.553 -0.214 -7.979
O -2.346 -1.541 -8.450
C -2.478 -1.590 -9.837
C -1.810 -2.914 -10.413
N -0.410 -2.754 -10.807
C 0.391 -2.523 -9.655
C 1.853 -2.714 -10.159
O 2.125 -4.113 -10.279
C 3.354 -4.442 -10.975
H -3.254 0.374 -8.571
H -1.637 0.375 -8.030
H -2.888 -0.201 -6.941
H -2.220 -0.658 -10.339
H -3.555 -1.634 -9.996
H -2.477 -3.267 -11.199
H -1.816 -3.699 -9.658
H -0.250 -3.649 -11.248
H 0.192 -3.203 -8.828
H 0.144 -1.521 -9.303
H 2.470 -2.347 -9.338
H 2.055 -2.141 -11.064
H 4.220 -3.882 -10.622
H 3.216 -4.222 -12.033
H 3.636 -5.493 -11.042
C -9.990 -3.031 -30.515
O -10.002 -4.405 -30.464
C -8.893 -4.969 -29.782
C -9.050 -6.447 -29.772
N -8.862 -7.059 -31.068
C -9.188 -8.433 -31.127
C -9.521 -8.813 -32.565
O -10.577 -7.973 -33.027
C -11.050 -8.185 -34.349
H -10.795 -2.658 -31.149
H -9.111 -2.570 -30.965
H -10.077 -2.722 -29.473
H -8.844 -4.548 -28.778
H -7.980 -4.617 -30.262
H -10.073 -6.730 -29.522
H -8.272 -6.903 -29.160
H -9.476 -6.519 -31.661
H -10.113 -8.583 -30.571
H -8.483 -9.131 -30.674
H -9.730 -9.883 -32.556
H -8.692 -8.730 -33.268
H -11.281 -9.231 -34.554
H -10.297 -7.803 -35.039
H -11.965 -7.635 -34.566
C -8.108 3.225 -6.103
O -9.468 3.042 -6.166
C -10.010 1.861 -5.500
C -9.448 0.555 -6.073
N -10.076 0.395 -7.431
C -9.320 -0.414 -8.353
C -10.051 -0.533 -9.724
O -9.835 0.751 -10.370
C -10.880 1.147 -11.270
H -7.637 2.808 -6.992
H -7.672 2.778 -5.210
H -7.869 4.287 -6.170
H -11.100 1.863 -5.510
H -9.752 1.921 -4.443
H -9.751 -0.275 -5.435
H -8.388 0.545 -6.327
H -10.124 1.332 -7.803
H -9.138 -1.425 -7.987
H -8.369 0.089 -8.527
H -11.105 -0.775 -9.588
H -9.560 -1.324 -10.290
H -11.765 1.502 -10.743
H -11.010 0.360 -12.013
H -10.552 2.043 -11.797
C -0.675 5.071 -10.294
O 0.142 3.999 -10.210
C 1.352 4.130 -9.484
C 2.267 5.399 -9.926
N 1.800 6.616 -9.239
C 2.741 7.690 -9.491
C 2.525 8.314 -10.868
O 1.167 8.793 -11.003
C 1.008 9.709 -12.138
H -1.567 4.726 -10.816
H -0.152 5.883 -10.798
H -0.950 5.383 -9.286
H 1.994 3.260 -9.617
H 1.130 4.124 -8.417
H 2.112 5.642 -10.977
H 3.319 5.233 -9.696
H 1.026 6.967 -9.785
H 3.766 7.364 -9.312
H 2.552 8.491 -8.776
H 2.601 7.561 -11.652
H 3.224 9.097 -11.160
H 0.000 10.118 -12.082
H 1.044 9.045 -13.003
H 1.706 10.540 -12.235
C -13.747 -10.956 -30.089
O -13.617 -11.260 -28.715
C -14.501 -10.478 -27.942
C -14.374 -10.843 -26.454
N -13.139 -10.173 -26.068
C -12.615 -10.840 -24.846
C -11.146 -10.452 -24.666
O -10.313 -10.966 -25.706
C -8.976 -10.436 -25.654
H -13.570 -9.913 -30.350
H -14.792 -11.139 -30.342
H -13.282 -11.744 -30.681
H -15.513 -10.721 -28.266
H -14.444 -9.393 -28.026
H -14.422 -11.932 -26.467
H -15.220 -10.572 -25.822
H -12.479 -10.372 -26.806
H -12.631 -11.929 -24.874
H -13.235 -10.570 -23.991
H -10.792 -10.721 -23.670
H -11.119 -9.363 -24.649
H -9.128 -9.357 -25.623
H -8.396 -10.594 -26.563
H -8.430 -10.702 -24.749
C 1.579 -7.902 -16.534
O 0.516 -8.841 -16.714
C -0.157 -8.582 -17.960
C -1.505 -9.323 -17.982
N -1.286 -10.785 -17.963
C -2.552 -11.509 -18.178
C -2.407 -13.086 -18.069
O -3.698 -13.567 -17.848
C -3.797 -15.028 -17.786
H 1.356 -6.920 -16.116
H 2.036 -7.688 -17.500
H 2.233 -8.442 -15.850
H 0.427 -8.930 -18.812
H -0.294 -7.500 -17.971
H -2.033 -8.950 -18.860
H -2.113 -8.984 -17.142
H -0.930 -11.041 -17.053
H -3.094 -11.187 -19.067
H -3.219 -11.359 -17.329
H -1.825 -13.324 -17.178
H -1.909 -13.559 -18.915
H -3.145 -15.388 -18.582
H -4.782 -15.492 -17.738
H -3.338 -15.363 -16.856
C -2.607 2.142 -19.388
O -3.165 2.843 -20.577
C -4.592 2.771 -20.760
C -4.964 2.788 -22.281
N -5.341 1.465 -22.876
C -5.703 1.569 -24.334
C -6.038 0.164 -24.942
O -6.189 0.031 -26.359
C -5.005 0.162 -27.087
H -1.857 1.391 -19.634
H -3.308 1.669 -18.700
H -2.174 2.931 -18.774
H -5.200 3.390 -20.100
H -4.959 1.795 -20.442
H -4.137 3.209 -22.853
H -5.741 3.551 -22.319
H -4.549 0.854 -22.740
H -5.038 2.250 -24.864
H -6.616 2.165 -24.309
H -6.990 -0.159 -24.520
H -5.237 -0.476 -24.574
H -5.133 0.386 -28.146
H -4.563 -0.834 -27.072
H -4.179 0.807 -26.785
O -0.539 0.555 -12.992
H -0.567 1.171 -12.260
H -0.450 -0.305 -12.580
O -8.592 -0.312 -20.958
H -8.470 -1.224 -21.224
H -7.880 0.160 -21.389
O -9.411 1.619 -17.703
H -9.232 1.147 -18.517
H -8.857 1.191 -17.051
O -2.344 -1.959 -23.348
H -2.004 -1.945 -24.242
H -2.099 -2.821 -23.011
C -14.415 -3.458 -26.635
C -14.766 -4.981 -26.669
O -14.424 -5.570 -25.436
H -14.406 -3.020 -27.633
H -13.451 -3.381 -26.132
H -15.150 -2.881 -26.073
H -14.143 -5.462 -27.423
H -15.845 -5.060 -26.804
H -14.224 -6.495 -25.596
C -12.124 1.478 -24.664
C -13.334 2.222 -25.289
O -14.089 2.793 -24.381
H -11.708 2.121 -23.889
H -11.390 1.324 -25.456
H -12.354 0.492 -24.260
H -13.844 1.540 -25.969
H -12.834 2.990 -25.879
H -14.486 2.098 -23.852
*
```

=====

C6H11BrNO3S | ωB97M-V with the def2-TZVPD basis set

Properties
Relative energy (zero: lowest compared OMol25 entry of this formula, charge and spin) in kJ/mol: 0.0
HOMO in eV: -4.292
Gap between HOMO and LUMO in Eh: 0.2777

ORCA input file:
```
! RIJCOSX wB97M-V def2-TZVPD def2/J DEFGRID3
* xyz -1 1
C -2.152 -0.445 -1.405
C 1.442 2.096 0.112
C 2.105 0.023 1.155
C 0.116 -0.104 -0.366
C 0.857 0.775 0.652
C -1.359 -0.034 -0.136
N -1.550 -1.620 -1.880
O -0.777 -0.948 2.257
O -3.031 0.103 -2.039
O -1.437 -2.548 0.519
S -1.799 -1.249 1.213
Br -2.132 1.616 0.534
H 2.355 1.897 -0.339
H 0.854 2.472 -0.708
H 1.536 2.938 0.848
H 1.860 -1.039 1.281
H 2.465 0.298 2.088
H 2.891 0.129 0.421
H 0.309 0.130 -1.445
H 0.439 -1.186 -0.285
H 0.269 0.890 1.471
H -1.340 -2.274 -1.216
H -1.922 -1.921 -2.733
*
```

=====

Values for total energy, hartree, ordered as above
-4600.6799; -3487.9560